Below is the molecule C6H6, with properties calculated with wB97M-V/def2-TZVPD.

The value obtained for the HOMO energy is -10.02 eV. Its gap between HOMO and LUMO is 0.4038 Eh. The energy above the lowest of the compared OMol25 structures with the same formula, charge and spin comes out at 85.2 kcal per mole. Its structure (SMILES) is C#CCCC#C. The strongest force on any atom comes out at 0.49 eV Å⁻¹. The LUMO energy comes out at 0.967 eV. Its total energy is -232.09057 Ha.

CARTESIAN COORDINATES (ANGSTROEM)
C1 2.983 0.160 0.483
C2 1.787 0.100 0.611
C3 0.327 0.040 0.717
C4 -0.325 -0.148 -0.667
C5 -1.788 -0.090 -0.603
C6 -2.989 -0.022 -0.539
H1 4.044 0.217 0.375
H2 -0.049 0.963 1.173
H3 0.031 -0.782 1.378
H4 0.040 0.631 -1.345
H5 -0.007 -1.107 -1.090
H6 -4.054 0.039 -0.493

Force components x, y, z for each atom (eV/Å):
C -0.5 0.0 0.0
C 0.5 0.0 0.0
C 0.0 0.0 0.1
C 0.0 0.0 -0.1
C -0.5 0.0 0.0
C 0.5 0.0 0.0
H -0.2 0.0 0.0
H 0.1 -0.1 -0.1
H 0.1 0.1 -0.1
H -0.1 -0.1 0.1
H -0.1 0.1 0.1
H 0.2 0.0 0.0

Results of the natural (NBO) charge analysis, in e, for atoms 1 through 5:
1 C -0.237
2 C -0.014
3 C -0.463
4 C -0.463
5 C -0.014